DFT (ωB97M-V/def2-TZVPD) results for a 2-piece molecular cluster, C4H9NO overall.

- relative energy (zero: lowest compared OMol25 entry of this formula, charge and spin) (kJ/mol) = 363.6
- total energy (Ha) = -287.6940
- lowest unoccupied orbital energy (eV) = 0.922
- maximum force (eV/Å) = 3.8

The geometry in ORCA input format:
```
! wB97M-V def2-TZVPD RIJCOSX def2/J DEFGRID3
* xyz 0 1
C 0.622 1.980 -1.738
C -0.479 1.925 -0.981
O -1.665 2.640 -1.120
H 1.584 1.386 -1.531
H 0.529 2.581 -2.689
H -0.697 1.269 -0.141
H -1.524 3.135 -1.921
C 1.046 -2.613 2.314
N 1.033 -2.284 1.041
C -0.239 -1.749 0.568
H 2.055 -2.839 2.813
H 0.202 -3.036 2.861
H -0.314 -0.639 0.221
H -0.501 -2.409 -0.312
H -0.943 -1.841 1.402
*
```

Here are the Mulliken charges for atoms 1 to 5, given in e: -0.64 0.23 -0.46 0.24 0.16

***

DFT (ωB97M-V/def2-TZVPD) results for a 2-piece molecular cluster, C4H9NO overall.

- relative energy (zero: lowest compared OMol25 entry of this formula, charge and spin) (kJ/mol) = 360.4
- <S²> = 0.75
- total energy (Ha) = -287.3635
- lowest unoccupied orbital energy (spin up / spin down) (eV) = -5.607 / -9.034
- maximum force (eV/Å) = 2.3

The geometry in ORCA input format:
```
! wB97M-V def2-TZVPD RIJCOSX def2/J DEFGRID3
* xyz 1 2
C 2.240 1.415 1.449
C 0.656 3.206 1.080
N 1.389 2.280 0.635
H 1.807 0.418 1.263
H 3.187 1.273 0.926
H 2.180 1.648 2.506
H -0.150 3.554 0.429
H 1.061 3.694 1.977
C -1.796 -2.533 -0.437
C -1.440 -2.504 -1.800
O -2.445 -2.433 -2.625
H -1.120 -2.258 0.367
H -2.855 -2.696 -0.238
H -0.441 -2.167 -2.066
H -2.272 -2.898 -3.468
*
```

Here are the Mulliken charges for atoms 1 to 5, given in e: -0.58 -0.30 -0.40 0.14 0.27

***

DFT (ωB97M-V/def2-TZVPD) results for the molecule C4H9NO2.

- relative energy (zero: lowest compared OMol25 entry of this formula, charge and spin) (kJ/mol) = 210.1
- total energy (Ha) = -363.0055
- lowest unoccupied orbital energy (eV) = 0.684
- maximum force (eV/Å) = 1.7

The geometry in ORCA input format:
```
! wB97M-V def2-TZVPD RIJCOSX def2/J DEFGRID3
* xyz 0 1
N 1.329 1.093 0.646
C 0.724 -0.066 -0.042
C 1.672 -1.236 -0.126
O 2.798 -1.212 -0.537
C -0.651 -0.407 0.557
C -1.759 0.396 -0.087
O -1.994 -0.150 -1.370
H 1.755 1.693 -0.055
H 2.194 0.843 1.116
H 0.494 0.348 -1.025
H 1.231 -2.148 0.312
H -0.993 -1.449 0.610
H -0.547 -0.179 1.626
H -2.639 0.526 0.540
H -1.334 1.404 -0.210
H -2.280 0.543 -1.954
*
```

Here are the Mulliken charges for atoms 1 to 5, given in e: -0.65 0.26 -0.16 -0.46 -0.75